{"formula": "C19H15F10IN4OPd", "method": "ωB97M-V/def2-TZVPD", "species": ["Pd", "C", "N", "C", "C", "N", "C", "C", "F", "C", "F", "C", "F", "C", "F", "C", "F", "C", "C", "N", "C", "C", "F", "C", "F", "C", "F", "C", "F", "C", "F", "H", "H", "H", "H", "H", "H", "H", "H", "H", "H", "H", "N", "C", "O", "C", "I", "H", "H", "H", "H"], "positions_angstrom": [[0.8529, 0.1972, 0.6199], [1.2132, -0.4685, 3.5431], [0.1236, 0.0120, 2.6604], [-0.9796, -0.9780, 2.6203], [-1.7874, -0.9966, 1.3306], [-0.8830, -0.9996, 0.1811], [-1.1471, -1.5997, -0.9726], [-0.1173, -1.6755, -1.9628], [1.0720, -1.1151, -1.7043], [-0.2724, -2.3263, -3.1505], [0.7190, -2.3955, -4.0182], [-1.4992, -2.9318, -3.4485], [-1.6581, -3.5531, -4.5862], [-2.5536, -2.8645, -2.5367], [-3.7102, -3.4136, -2.8420], [-2.3877, -2.2183, -1.3404], [-3.4365, -2.1455, -0.5321], [-0.2817, 1.3789, 3.0550], [-1.0488, 2.1342, 1.9849], [-0.3890, 1.9580, 0.6894], [-0.6254, 2.7541, -0.3460], [-1.6217, 3.7812, -0.4141], [-2.4410, 3.9798, 0.6078], [-1.7963, 4.5543, -1.5338], [-2.7391, 5.4714, -1.5697], [-0.9796, 4.3656, -2.6489], [-1.1439, 5.1013, -3.7147], [0.0209, 3.3833, -2.6318], [0.8032, 3.2273, -3.6819], [0.1777, 2.6112, -1.5210], [1.1643, 1.6974, -1.5220], [0.8547, -0.5684, 4.5705], [2.0346, 0.2437, 3.5226], [1.5675, -1.4297, 3.1848], [-1.6559, -0.8138, 3.4640], [-0.5236, -1.9574, 2.7541], [-2.4599, -0.1406, 1.2468], [-2.4130, -1.8845, 1.3631], [0.6338, 1.9203, 3.2895], [-0.8811, 1.3407, 3.9694], [-1.0687, 3.1840, 2.2751], [-2.0905, 1.8146, 1.9233], [3.8774, -0.9349, -1.0132], [3.4045, -1.5953, 0.0351], [2.5271, -1.1358, 0.8019], [3.9386, -2.9636, 0.2894], [2.6412, -4.3502, -0.6821], [3.5485, -0.0086, -1.2372], [4.5821, -1.3390, -1.6092], [3.8999, -3.1879, 1.3482], [4.9351, -3.1194, -0.1103]], "homo_lumo_gap_ev": [9.37, 6.55], "total_charge": 2, "lumo_ev": [-5.406, -8.466], "multiplicity": 5, "homo_energy_ev": [-14.77, -15.01], "energy_ha": -2450.829213}

=====

{"formula": "C4H4N2O2", "method": "ωB97M-V/def2-TZVPD", "species": ["N", "C", "C", "C", "O", "H", "H", "H", "N", "C", "O", "H"], "positions_angstrom": [[0.1064, 1.6529, 1.1793], [-0.3996, 1.2650, 0.1767], [-1.2085, 0.8445, -0.7627], [-1.5091, -0.5787, -0.5138], [-1.2173, -1.2941, 0.4226], [0.8449, 1.2260, 1.8287], [-1.2767, 1.2384, -1.8121], [-2.0948, -0.9860, -1.3391], [1.6873, -1.1642, 0.8016], [1.8226, -0.5300, -0.2070], [2.0817, 0.1106, -1.1526], [1.1631, -1.7845, 1.3785]], "homo_lumo_gap_ev": 9.82, "de_lowest_kcal_mol": 63.5, "total_charge": 0, "lumo_ev": 0.476, "smiles": "N=C=CC=O.N=C=O", "homo_energy_ev": -9.35, "energy_ha": -414.744995}

=====

Number 1: M 738.66 g/mol. Number 2: M 112.09 g/mol.